Entry a
The following is a DFT calculation (wB97M-V/def2-TZVPD) of C9H9N3O2S in the gas phase.

**E_LUMO**: 0.408 eV
**HOMO level**: -8.807 eV
**Orbital gap**: 9.22 eV

```
24
Properties=species:S:1:pos:R:3:nbo_charge:R:1
N 2.95 1.65 -0.50 -0.577
C -2.69 0.79 0.73 -0.195
H -2.00 -2.14 -0.79 0.213
N 2.17 -0.43 0.29 -0.875
H 4.82 1.95 -1.17 0.180
H -4.73 -0.81 -0.90 0.221
H -4.96 -0.56 0.83 0.215
O 3.71 -2.26 -0.37 -0.896
N 4.76 0.28 0.07 -0.786
H 5.71 0.05 -0.16 0.400
H -3.50 1.33 1.18 0.210
C -2.92 -0.46 0.16 -0.025
H 0.24 -1.14 -0.86 0.242
C -1.43 1.35 0.71 -0.260
C -1.84 -1.15 -0.38 -0.199
C 4.19 1.29 -0.56 0.342
C -0.58 -0.60 -0.41 -0.267
H -1.25 2.32 1.13 0.225
C -0.37 0.67 0.12 0.339
H -4.30 -2.10 0.23 0.217
O 0.81 1.38 0.01 -0.459
C 2.00 0.81 -0.02 0.745
S 3.53 -1.22 0.60 1.615
C -4.31 -1.02 0.08 -0.625
```

=====

Entry b
The following is a DFT calculation (wB97M-V/def2-TZVPD) of C9H9N3O2S in the gas phase.

**SMILES string**: O=C(O)[C@@]1(S)NN=CN1c1ccccc1
**E_LUMO**: 0.613 eV
**HOMO level**: -8.620 eV
**Orbital gap**: 9.23 eV

```
24
Properties=species:S:1:pos:R:3:nbo_charge:R:1
S 1.06 -2.13 -1.27 -0.121
H -0.01 -1.18 -3.50 0.406
C -0.50 0.86 2.83 -0.180
H 1.01 2.17 -1.56 0.219
C -0.76 0.65 1.45 -0.189
C 1.57 0.54 1.07 -0.220
H 2.49 0.55 0.37 0.230
N 0.39 0.79 -2.93 -0.286
H 0.75 0.89 4.33 0.217
C 0.54 1.17 -1.77 0.214
C -0.39 -0.86 -1.52 0.121
C 0.29 0.54 0.63 0.099
C 0.80 0.80 3.32 -0.217
H -1.29 0.98 3.51 0.208
C -1.81 -1.39 -1.14 0.764
H -2.23 -0.30 -2.73 0.521
N -0.03 0.37 -0.73 -0.473
H 2.92 0.77 2.69 0.220
O -2.01 -2.19 -0.30 -0.538
C 1.85 0.68 2.39 -0.184
O -2.69 -0.88 -2.02 -0.684
N -0.30 -0.43 -2.91 -0.520
H 0.17 -3.18 -1.30 0.158
H -1.83 0.81 1.11 0.233
```

=====

Quick one: most stable of them? entry a

=====

Entry a
The following is a DFT calculation (wB97M-V/def2-TZVPD) of a gas-phase ion, C5H9ClN (charge +1).

**SMILES string**: C/[NH+]=C/C/C=C\Cl
**E_LUMO**: -4.660 eV
**HOMO level**: -13.872 eV
**Orbital gap**: 9.21 eV
**Net charge**: +1

```
16
Properties=species:S:1:pos:R:3:nbo_charge:R:1
C -0.33 -1.58 -0.03 -0.533
H -1.46 2.65 -1.33 0.239
H -0.09 -2.56 -0.61 0.298
N -0.92 0.77 -0.46 -0.445
H 1.98 -1.76 0.41 0.254
H 2.19 -0.74 2.37 0.253
H -1.60 0.92 0.30 0.451
C -0.32 -0.34 -0.78 0.317
C 1.20 -0.76 1.92 -0.172
H 0.09 2.53 -0.74 0.224
C 0.97 -1.38 0.77 -0.241
C -0.65 2.04 -1.20 -0.427
H -1.24 -1.61 0.51 0.259
Cl -0.07 0.02 2.74 0.029
H 0.52 -0.23 -1.63 0.250
H -0.28 2.02 -2.23 0.243
```

=====

Entry b
The following is a DFT calculation (wB97M-V/def2-TZVPD) of a gas-phase ion, C5H9ClN (charge +1).

**SMILES string**: C[N@H+]1CC=C(Cl)C1
**E_LUMO**: -3.306 eV
**HOMO level**: -13.814 eV
**Orbital gap**: 10.51 eV
**Net charge**: +1

```
16
Properties=species:S:1:pos:R:3:nbo_charge:R:1
C 1.25 0.38 1.26 -0.224
H -1.32 0.79 0.30 0.439
C -1.39 -0.97 -0.84 -0.431
N -0.72 0.06 -0.05 -0.335
H -2.03 -1.38 -0.12 0.229
C 0.34 0.96 -0.83 -0.232
H -1.94 -0.72 -1.71 0.254
C 0.05 -0.58 1.08 -0.243
H 1.93 0.36 2.24 0.286
H -0.18 1.91 -1.01 0.248
H -0.74 -1.83 -1.03 0.240
H 0.43 -1.59 0.57 0.219
H 0.67 0.34 -1.64 0.244
C 1.40 1.14 0.19 -0.076
Cl 2.68 2.11 -0.34 0.124
H -0.43 -0.99 1.92 0.258
```

=====

Quick one: most stable of them? entry b

=====

Entry a
The following is a DFT calculation (wB97M-V/def2-TZVPD) of 5 unconnected molecules or ions with the total composition C4H15NO2S.

**E_LUMO**: -4.911 eV
**HOMO level**: -8.502 eV
**Orbital gap**: 3.59 eV

```
23
Properties=species:S:1:pos:R:3:nbo_charge:R:1
H 1.10 -1.00 -0.09 0.234
H 0.76 2.29 1.11 0.459
H 0.00 3.48 -0.89 0.452
S -0.49 -2.50 1.11 -0.264
C -1.44 0.70 -1.75 -0.322
C 1.47 -0.04 0.29 -0.616
H -1.18 0.38 -2.75 0.200
N 1.20 1.68 1.83 -0.593
H -0.12 -2.70 -1.01 0.470
H 0.33 -3.66 -2.12 0.465
H 1.24 0.79 -0.37 0.265
H -0.15 0.08 1.77 0.237
C -2.17 -0.09 -0.96 -0.383
O 0.18 2.73 -0.32 -1.008
H -2.07 -1.16 -1.14 0.221
H 2.55 -0.19 0.37 0.210
H 1.37 2.05 2.75 0.383
O 0.12 -2.73 -1.96 -0.970
H -2.70 0.30 -0.09 0.201
H 1.41 -0.36 2.44 0.213
H -0.76 1.44 -1.28 0.270
H -1.58 -1.78 1.36 0.118
C 0.95 0.30 1.70 -0.243
```

=====

Entry b
The following is a DFT calculation (wB97M-V/def2-TZVPD) of a molecular structure, C4H15NO2S.

**E_LUMO**: 0.134 eV
**HOMO level**: -8.058 eV
**Orbital gap**: 8.19 eV

```
23
Properties=species:S:1:pos:R:3:nbo_charge:R:1
C -2.25 -0.07 0.65 -0.475
H 0.96 0.43 -1.00 0.510
H 2.39 -0.21 -0.91 0.476
H -0.67 0.16 -2.39 0.423
H 1.23 -0.36 -3.07 0.494
H 0.81 0.35 3.92 0.216
C -1.86 -0.59 -0.70 -0.213
H -2.88 0.89 0.58 0.219
N -0.94 0.32 -1.40 -0.911
H 2.05 1.30 3.14 0.226
C 1.11 0.86 3.00 -0.738
O 1.82 0.30 -1.58 -1.009
H 0.25 1.68 2.83 0.241
H -2.88 -0.89 1.14 0.212
C -1.20 0.02 1.75 -0.428
H -1.25 -1.54 -0.60 0.197
H -1.52 -0.65 2.48 0.204
H -1.15 1.33 -1.25 0.363
H 1.24 -0.58 -4.56 0.469
O 0.71 -0.47 -3.81 -0.980
H -0.18 0.66 1.24 0.251
S 0.99 -0.25 1.53 0.066
H -2.72 -0.65 -1.33 0.187
```

=====

Entry c
The following is a DFT calculation (wB97M-V/def2-TZVPD) of 3 unconnected molecules or ions with the total composition C4H15NO2S.

**SMILES string**: CNCCCS.O.O
**E_LUMO**: 0.615 eV
**HOMO level**: -8.729 eV
**Orbital gap**: 9.34 eV

```
23
Properties=species:S:1:pos:R:3:nbo_charge:R:1
O -2.09 -0.72 2.72 -0.934
S 0.22 -1.40 -1.94 -0.045
H 2.61 -0.78 -1.85 0.231
H -0.23 -0.34 0.76 0.206
H 1.44 2.11 1.40 0.368
H -2.55 0.72 0.03 0.483
H 1.42 0.70 -1.79 0.217
H -1.11 2.76 0.49 0.175
C 1.63 -0.36 -1.43 -0.535
O -2.03 0.02 -0.33 -0.958
N 0.57 1.64 1.17 -0.662
H -0.43 -1.93 -0.89 0.115
C 0.71 0.19 1.05 -0.254
H 1.08 -0.29 1.99 0.204
H 0.40 3.00 -0.49 0.193
H -1.43 -0.31 2.08 0.471
H 2.78 0.40 0.36 0.206
H -2.25 0.03 3.20 0.460
C -0.16 2.29 0.07 -0.440
H -2.25 -0.87 0.03 0.489
H -0.52 1.52 -0.73 0.222
C 1.86 -0.25 0.11 -0.415
H 2.27 -1.31 0.37 0.202
```

=====

Quick one: most stable of them? entry c